[1]
The following is a DFT calculation (ωB97M-V with the def2-TZVPD basis set) of 10 unconnected molecules or ions with the total composition C20H40Br20 in a non-equilibrium geometry.

Values from the calculation:
* orbital gap (alpha / beta): 8.35 / 2.72 eV
* net charge: +1
* multiplicity: 2
* E_tot: -52265.93458 Ha
* <S²>: 0.756
* HOMO level (alpha / beta): -0.434 / -0.434 hartree
* relative energy (zero: lowest compared OMol25 entry of this formula, charge and spin): 87.9 kJ/mol

Element x y z (Å)
1 H 1.782 3.213 -2.990
2 H 3.526 1.945 5.572
3 H -0.353 4.487 3.452
4 H 0.153 0.566 -0.978
5 H -0.976 -3.373 -6.378
6 C 3.089 -4.934 -2.144
7 H -0.059 -0.209 1.834
8 H -1.498 3.957 1.157
9 Br 2.218 -1.216 1.096
10 Br 1.711 -6.281 -1.761
11 C 5.048 2.297 0.125
12 H 1.346 2.434 -5.280
13 H -0.596 -1.600 -5.843
14 H -0.341 -2.238 -3.624
15 H -4.213 0.012 3.830
16 Br -5.626 -0.240 1.512
17 H 0.227 -1.215 -0.948
18 C -3.288 0.280 4.341
19 C -0.953 -2.899 -4.237
20 H -6.127 2.119 0.427
21 Br -1.951 -0.472 -0.020
22 H -4.110 1.189 -0.839
23 H 3.799 -0.243 4.668
24 Br 1.398 -3.166 -5.631
25 C -0.576 -2.672 -5.646
26 H -7.137 0.915 -0.096
27 C -5.107 0.809 -1.063
28 Br 3.961 -2.402 -2.358
29 C 2.654 1.300 5.460
30 C 2.027 1.841 -4.669
31 H 4.925 1.259 -0.184
32 H 5.136 4.098 -1.227
33 Br -4.379 -5.082 2.547
34 H -1.284 -0.731 4.965
35 Br -2.898 -2.613 -4.179
36 Br -0.794 5.887 -0.200
37 Br 0.859 0.532 -3.884
38 H -2.531 -3.074 0.995
39 C -0.369 5.162 2.596
40 C -0.029 -0.323 -0.376
41 H 2.439 -3.497 -0.603
42 H 1.638 -3.362 -2.144
43 Br -3.057 -2.397 5.176
44 H -5.083 -3.133 1.082
45 H 2.412 0.805 6.400
46 Br 1.378 -0.964 4.302
47 C 5.489 3.071 -1.139
48 H 2.966 0.684 3.337
49 H 3.180 -4.883 -3.229
50 H 5.680 2.350 1.012
51 H 0.205 3.716 0.877
52 Br 7.393 3.021 -1.423
53 H -5.097 -4.656 0.124
54 Br -1.969 -5.205 -0.383
55 H -0.842 -3.941 -3.939
56 H 3.907 -5.161 -1.461
57 C -2.189 -0.800 4.361
58 Br -2.509 1.955 3.562
59 H -3.742 0.523 5.302
60 Br 1.123 2.434 4.957
61 H -1.901 -1.068 3.344
62 H -3.351 -3.068 -0.559
63 Br 4.051 3.834 -4.355
64 C 2.916 0.318 4.363
65 C 2.577 -3.653 -1.672
66 Br -5.587 1.823 -2.716
67 Br 3.144 2.828 0.518
68 H 5.169 2.422 -1.955
69 H -5.017 -0.236 -1.357
70 Br 1.474 6.020 2.647
71 C -6.079 1.077 0.109
72 H -1.065 5.993 2.704
73 C 0.613 -0.012 0.999
74 C -3.124 -3.682 0.313
75 H 0.842 1.038 1.180
76 C -4.522 -4.024 0.800
77 C -0.535 4.468 1.154
78 H 3.085 1.988 -2.856
79 C 2.558 2.666 -3.527
80 H 2.772 1.392 -5.326

=====

[2]
The following is a DFT calculation (ωB97M-V with the def2-TZVPD basis set) of 2 unconnected molecules or ions with the total composition C4H3BrO in a non-equilibrium geometry.

Values from the calculation:
* orbital gap: 9.80 eV
* SMILES string: C#CBr.C=C=O
* E_tot: -2803.33379 Ha
* HOMO level: -0.341 hartree
* relative energy (zero: lowest compared OMol25 entry of this formula, charge and spin): 222.3 kJ/mol

Element x y z (Å)
1 H 1.019 -1.407 -1.380
2 C 0.250 0.810 2.313
3 C -0.058 -1.067 -1.234
4 Br -0.971 0.874 3.652
5 H 1.407 0.805 0.396
6 C 0.799 1.040 1.244
7 O -1.172 0.628 -2.618
8 C -0.620 -0.183 -2.027
9 H -0.656 -1.500 -0.346

=====

[3]
The following is a DFT calculation (ωB97M-V with the def2-TZVPD basis set) of a molecular structure, C47H40N2O2P2S2SiY in a non-equilibrium geometry.

Values from the calculation:
* orbital gap: 6.66 eV
* net charge: -1
* E_tot: -3882.20175 Ha
* HOMO level: -0.163 hartree
* relative energy (zero: lowest compared OMol25 entry of this formula, charge and spin): 0.0 kJ/mol

Element x y z (Å)
1 H -3.876 -2.477 -2.302
2 H -0.981 4.763 1.407
3 C 4.230 -6.538 -0.803
4 C 3.016 -6.600 -0.136
5 S -0.279 -3.157 0.233
6 C 4.406 -3.225 1.657
7 C -4.226 -1.869 -4.325
8 C 0.736 5.760 0.521
9 C 3.841 2.816 -1.651
10 H -5.406 4.583 1.079
11 C 4.586 -5.373 -1.479
12 C 0.168 1.485 -3.228
13 C 5.682 1.431 2.052
14 H 2.692 -1.962 -3.278
15 H 5.748 -4.842 2.073
16 C 5.084 -0.288 -0.039
17 H -3.438 -1.315 -0.123
18 H 4.168 4.917 -1.507
19 P 1.376 -2.882 -0.854
20 C -4.734 1.287 0.619
21 H 3.142 0.740 -1.641
22 C -0.042 4.633 0.879
23 S 1.236 -0.204 2.154
24 C 4.486 0.722 2.053
25 H -1.063 -3.724 -2.280
26 C 3.729 -4.283 -1.479
27 C -3.761 3.791 -0.060
28 H -3.375 4.766 -0.337
29 H 2.532 6.468 -0.398
30 C -3.320 -0.420 -2.584
31 H 0.178 2.014 -4.189
32 H 4.723 2.605 -2.240
33 C -3.670 0.401 -4.853
34 C 1.754 -2.401 -3.595
35 O 0.602 0.297 -3.186
36 H 4.017 -3.365 -1.980
37 H 4.819 -0.947 -0.861
38 C 4.784 -4.400 2.291
39 H 1.333 -2.828 2.994
40 H 1.206 -5.539 0.377
41 H 3.772 0.853 2.857
42 H -3.611 1.215 -5.568
43 C 2.967 1.757 -1.304
44 H -0.120 -2.873 -6.373
45 C 2.155 -5.505 -0.148
46 C 4.175 -0.140 1.005
47 C 2.304 -3.266 2.806
48 H 0.377 6.749 0.780
49 C 0.879 -2.894 -2.628
50 H -1.709 -3.708 -4.674
51 C -3.111 2.641 -0.499
52 C -4.900 3.690 0.732
53 H 1.995 -4.922 4.136
54 H 5.536 -5.314 -1.998
55 C -0.727 -3.365 -4.375
56 C 0.382 3.367 0.585
57 C 6.584 1.276 1.006
58 H -1.208 2.403 1.398
59 H 4.900 -7.389 -0.794
60 H -6.271 2.343 1.688
61 H 2.737 -7.497 0.405
62 C 2.362 4.311 -0.487
63 C -3.257 0.602 -3.540
64 Y 0.173 -0.010 -0.832
65 O -0.266 2.073 -2.206
66 C -0.367 -3.371 -3.031
67 C -4.156 -0.838 -5.253
68 C 0.163 -2.893 -5.328
69 C -3.583 1.358 -0.175
70 H -4.608 -2.840 -4.622
71 C 2.502 -4.342 -0.818
72 C 1.407 -2.412 -4.936
73 H -4.476 -0.999 -6.276
74 N 1.907 1.931 -0.560
75 H 0.224 1.530 1.411
76 H -2.880 1.581 -3.254
77 C 3.918 -5.014 3.189
78 H -5.129 0.313 0.889
79 Si -2.675 -0.203 -0.794
80 C -3.813 -1.658 -3.013
81 H 5.907 2.109 2.867
82 C 1.590 3.196 -0.143
83 H 4.209 -5.935 3.680
84 H 5.089 -2.765 0.953
85 C 3.163 -2.642 1.906
86 P 2.622 -1.130 0.992
87 H 6.983 0.286 -0.861
88 C 6.286 0.411 -0.040
89 C 3.537 4.074 -1.244
90 C 2.180 -1.401 -0.627
91 H -2.214 2.743 -1.101
92 C -5.383 2.433 1.071
93 H 7.515 1.831 1.004
94 C 1.925 5.612 -0.127
95 H 2.090 -2.010 -5.673
96 C 2.678 -4.444 3.444
97 N -0.343 2.218 0.909

=====

[4]
The following is a DFT calculation (ωB97M-V with the def2-TZVPD basis set) of 2 unconnected molecules or ions with the total composition C4H7N3O in a non-equilibrium geometry.

Values from the calculation:
* orbital gap: 10.63 eV
* SMILES string: [H]/N=C(/C)C#N.C=NO
* E_tot: -395.97929 Ha
* HOMO level: -0.376 hartree
* relative energy (zero: lowest compared OMol25 entry of this formula, charge and spin): 444.0 kJ/mol

Element x y z (Å)
1 C -0.183 0.319 1.735
2 O -1.992 1.148 0.641
3 C -0.026 -0.769 -1.313
4 N 2.045 -0.068 -0.218
5 N 0.669 2.726 -1.315
6 C 0.718 1.642 -0.913
7 H -0.156 -0.430 -2.353
8 H 2.724 0.510 0.208
9 H 0.679 0.345 2.473
10 H 0.283 -1.710 -1.282
11 H -0.325 -0.755 1.586
12 H -2.007 2.001 0.263
13 C 0.967 0.232 -0.784
14 H -0.867 -0.537 -0.623
15 N -0.859 1.339 1.426

=====

[5]
The following is a DFT calculation (ωB97M-V with the def2-TZVPD basis set) of 3 unconnected molecules or ions with the total composition C30H44F4N4O4 in a non-equilibrium geometry.

Values from the calculation:
* orbital gap: 8.45 eV
* SMILES string: Cc1ccccc1Cc1cnc2cc(C(F)(F)C(F)F)ccc2n1.COCCNCCOC.COCCNCCOC
* E_tot: -2088.89316 Ha
* HOMO level: -0.320 hartree

Element x y z (Å)
1 H 2.950 4.305 0.407
2 H 0.103 1.000 -2.073
3 H -0.567 -2.296 2.561
4 C -3.028 0.726 1.407
5 C -7.999 -1.327 -0.105
6 F -11.416 -0.204 -0.322
7 N -5.309 1.074 0.674
8 C 3.406 2.576 -1.659
9 C 4.115 2.823 -0.329
10 C 0.409 -0.701 -0.880
11 H -2.113 -2.661 1.838
12 C 5.827 -4.874 0.118
13 H -11.815 -2.614 -0.141
14 C -6.511 0.524 0.311
15 C -7.590 1.400 0.031
16 C -10.729 -2.432 -0.122
17 H -3.766 -1.877 1.061
18 C 4.526 5.233 -0.465
19 H 1.286 -1.034 -1.432
20 O 2.724 6.810 -0.144
21 H 6.343 -3.972 0.472
22 C 4.105 6.572 0.109
23 N -5.730 -1.789 0.492
24 H 1.897 5.858 1.511
25 H 6.258 -4.277 -2.465
26 C -10.401 -1.028 -0.683
27 H 2.312 7.584 1.738
28 H 4.012 -0.507 0.313
29 H 6.638 -2.287 -0.924
30 H 4.637 -3.685 -2.784
31 H 1.909 4.491 -2.342
32 C -0.286 0.452 -1.217
33 C 2.950 -4.812 1.924
34 H 3.746 2.083 0.385
35 H -7.455 2.480 0.082
36 C -9.027 -0.480 -0.349
37 C -6.704 -0.859 0.245
38 H 4.555 -6.383 1.014
39 C -0.043 -1.396 0.226
40 F -10.352 -2.553 1.177
41 N 3.941 4.133 0.295
42 C 4.427 -1.484 0.058
43 H -9.665 1.586 -0.486
44 C -4.605 -1.219 0.838
45 H 6.272 -1.889 -2.587
46 C -8.816 0.933 -0.296
47 F -10.171 -3.422 -0.865
48 H -1.842 1.802 -0.821
49 C 1.360 3.816 -1.681
50 O 4.769 -1.467 -1.318
51 O 1.991 2.553 -1.561
52 C 5.843 -2.320 -1.677
53 C 5.137 -5.506 1.311
54 H 2.725 -5.812 2.305
55 H 4.343 6.639 1.175
56 H 5.293 -1.668 0.698
57 H 2.576 -4.715 0.899
58 H 2.438 -4.079 2.548
59 H 4.663 7.361 -0.404
60 H 5.186 2.631 -0.456
61 H 1.227 4.279 -0.700
62 H 0.921 7.121 0.742
63 N 4.866 -4.560 -0.933
64 H 4.086 -4.063 -0.522
65 H 0.505 -2.296 0.517
66 C -1.136 -0.973 0.968
67 C -1.840 0.181 0.623
68 H 6.576 -5.568 -0.275
69 C 5.412 -3.746 -2.016
70 H -2.028 -1.283 2.973
71 H 5.902 -5.842 2.018
72 H 3.733 3.264 -2.447
73 C -1.372 0.870 -0.496
74 O 4.338 -4.542 1.991
75 C -1.487 -1.826 2.193
76 H -3.045 1.814 1.268
77 H 3.695 1.575 -1.996
78 H 5.617 5.152 -0.430
79 H -8.169 -2.401 -0.145
80 H 4.210 5.207 -1.515
81 C 1.933 6.841 1.030
82 H -2.863 0.514 2.472
83 H 0.366 3.653 -2.101
84 F -10.452 -1.150 -2.056
85 H 3.651 -2.229 0.251
86 C -4.382 0.192 0.951

=====

[6]
The following is a DFT calculation (ωB97M-V with the def2-TZVPD basis set) of a molecular structure, C6H10AlO3 in a non-equilibrium geometry.

Values from the calculation:
* orbital gap (alpha / beta): 7.65 / 4.25 eV
* net charge: +2
* multiplicity: 2
* E_tot: -701.95010 Ha
* <S²>: 0.751
* HOMO level (alpha / beta): -0.641 / -0.640 hartree
* relative energy (zero: lowest compared OMol25 entry of this formula, charge and spin): 16.9 kJ/mol

Element x y z (Å)
1 C -1.662 0.171 0.931
2 H 3.440 -0.225 0.118
3 O -0.209 0.751 -0.394
4 H -2.702 1.962 0.272
5 H -1.042 0.783 1.595
6 O 0.417 -1.056 -1.659
7 C 1.745 0.624 1.062
8 C -2.889 0.894 0.438
9 H 1.725 1.016 -1.062
10 H 1.222 0.806 2.005
11 H 1.003 2.323 -0.046
12 H -3.271 0.446 -0.488
13 O -1.257 -1.109 -0.231
14 C 2.909 -0.024 1.051
15 H -3.660 0.807 1.214
16 C 1.150 1.244 -0.159
17 Al -0.113 -2.636 -1.798
18 H -1.907 -0.612 1.653
19 H 3.370 -0.369 1.978
20 C -0.377 -0.485 -0.913

=====

[7]
The following is a DFT calculation (ωB97M-V with the def2-TZVPD basis set) of a molecular structure, C7H12O in a non-equilibrium geometry.

Values from the calculation:
* orbital gap: 10.28 eV
* E_tot: -349.00699 Ha
* HOMO level: -0.337 hartree
* relative energy (zero: lowest compared OMol25 entry of this formula, charge and spin): 371.9 kJ/mol

Element x y z (Å)
1 O 0.778 -0.812 0.454
2 H -0.984 -2.511 0.924
3 C 0.082 -0.133 -1.648
4 H -1.077 0.226 0.024
5 H 0.566 -2.263 -1.095
6 H 0.915 2.593 0.684
7 C -0.529 -0.345 0.777
8 C 0.168 1.850 0.393
9 C -0.202 0.951 1.613
10 H 0.625 0.782 2.331
11 C 0.121 -1.369 -0.686
12 C -1.129 -1.654 0.266
13 H -1.050 1.370 2.196
14 H -0.938 0.116 -2.017
15 H -2.125 -1.590 -0.163
16 H 1.800 0.947 -0.844
17 C 0.734 1.168 -0.977
18 H 0.652 2.018 -1.671
19 H 0.655 -0.391 -2.541
20 H -0.737 2.387 0.106

=====

[8]
The following is a DFT calculation (ωB97M-V with the def2-TZVPD basis set) of a single C2H3N2P molecule in a non-equilibrium geometry.

Values from the calculation:
* orbital gap (alpha / beta): 6.72 / 6.69 eV
* E_tot: -528.61628 Ha
* HOMO level (alpha / beta): -0.296 / -0.295 hartree
* relative energy (zero: lowest compared OMol25 entry of this formula, charge and spin): 591.7 kJ/mol

Element x y z (Å)
1 C -0.256 1.126 0.935
2 C -0.543 1.489 -0.294
3 P -0.255 0.420 -1.576
4 H -0.101 -0.484 2.076
5 N 0.232 -0.060 1.282
6 H 1.544 -0.354 -0.218
7 H -1.310 0.899 -2.339
8 N 1.069 -0.731 0.578